7 unconnected molecules or ions with the total composition C46H97IN6O13P3 in a non-equilibrium geometry. Source: the Open Molecules 2025 dataset; level of theory: ωB97M-V with the def2-TZVPD basis set.

The geometry in XYZ format:
```
166
Properties=species:S:1:pos:R:3:mulliken_charge:R:1
C -3.808 1.314 1.125 -0.232
C -3.730 1.766 0.006 -0.919
N -3.732 2.247 -1.312 1.332
C -2.649 1.801 -2.164 -0.940
N -2.992 1.068 -3.198 -0.473
I -4.967 0.505 -3.555 0.362
C -1.985 0.627 -4.194 -0.314
P -2.059 -1.227 -4.600 0.874
O -3.047 -1.376 -5.725 -0.666
O -2.570 -2.164 -3.322 -0.429
O -0.584 -1.744 -5.239 -0.472
N -1.326 2.259 -1.887 1.575
C -0.509 1.435 -1.008 -0.383
C -0.342 -0.105 -1.480 -0.078
C 0.892 -0.292 -2.452 -0.521
O 1.332 0.977 -3.044 -0.468
C -1.196 3.738 -1.901 0.141
C -1.253 4.042 -3.522 -0.246
C -0.260 5.146 -4.047 -0.286
C 1.004 4.667 -4.922 -0.868
N -0.382 6.417 -3.899 -0.433
P 0.513 4.417 -1.433 0.579
O 1.003 4.067 -0.050 -0.880
C -2.421 4.509 -1.140 1.310
C -2.636 6.016 -1.611 -1.776
N -3.409 6.274 -2.824 -0.099
P -2.126 4.680 0.738 1.371
N -1.129 5.869 1.101 -0.970
O -1.477 3.330 1.464 -0.408
O -3.534 5.072 1.583 -0.471
C -3.787 3.725 -1.497 -1.336
C -5.120 4.378 -0.960 -0.828
C -6.187 4.613 -2.143 -1.023
C -6.915 3.297 -2.580 0.556
C -7.394 2.219 -1.671 -0.147
C -8.111 1.042 -2.276 -0.555
C -8.368 0.920 -3.743 -0.575
C -7.879 1.991 -4.661 -0.471
C -7.176 3.147 -4.061 -0.384
H -3.769 0.974 2.190 0.448
H -0.928 0.958 -3.975 -0.002
H -2.267 1.135 -5.175 0.515
H -2.089 -3.021 -3.435 0.324
H -0.151 -1.004 -5.718 0.314
H 0.544 1.731 -0.778 0.517
H -1.032 1.309 -0.002 -0.325
H -1.308 -0.560 -1.830 0.296
H -0.072 -0.650 -0.517 0.209
H 1.800 -0.678 -1.884 0.504
H 0.723 -1.004 -3.309 -0.010
H 2.304 1.006 -3.085 0.321
H -2.287 4.298 -3.881 0.661
H -0.967 3.103 -4.092 -0.385
H 1.077 3.540 -4.977 0.179
H 1.909 5.016 -4.330 0.031
H 1.059 5.184 -5.918 0.429
H 0.396 6.907 -4.371 0.282
H 0.558 5.855 -1.506 0.268
H 1.459 3.805 -2.335 0.101
H -3.186 6.527 -0.753 0.762
H -1.654 6.595 -1.673 0.137
H -2.859 6.296 -3.686 0.215
H -3.847 7.203 -2.762 0.354
H -0.785 6.313 0.248 0.246
H -1.734 3.334 2.408 0.324
H -3.215 5.571 2.369 0.420
H -3.879 3.815 -2.635 0.168
H -5.015 5.372 -0.452 0.452
H -5.649 3.696 -0.219 0.367
H -6.971 5.309 -1.696 0.476
H -5.716 5.101 -3.039 0.284
H -7.213 2.303 -0.566 0.368
H -8.482 0.220 -1.606 0.337
H -8.930 0.061 -4.197 0.354
H -8.036 1.994 -5.772 0.344
H -6.807 3.965 -4.753 0.258
C -1.672 -2.960 3.007 -1.047
C -0.226 -3.298 2.685 0.306
O 0.490 -2.229 2.084 -0.429
C 0.597 -1.034 2.847 -0.137
C 1.295 -1.229 4.181 -1.229
H -2.204 -2.651 2.102 0.284
H -2.178 -3.829 3.432 0.287
H -1.750 -2.143 3.726 0.286
H -0.208 -4.122 1.970 0.357
H 0.302 -3.651 3.577 -0.263
H -0.393 -0.583 2.982 0.192
H 1.176 -0.330 2.243 0.363
H 0.753 -1.920 4.829 0.252
H 1.383 -0.275 4.706 0.487
H 2.297 -1.639 4.031 0.272
C 4.941 6.986 -1.986 -1.259
C 4.042 6.917 -3.210 0.378
O 3.311 8.111 -3.444 -0.389
C 4.077 9.288 -3.667 -0.343
C 4.999 9.193 -4.871 -1.025
H 4.354 7.218 -1.094 0.326
H 5.449 6.031 -1.834 0.396
H 5.705 7.757 -2.085 0.351
H 3.303 6.126 -3.059 -0.329
H 4.613 6.641 -4.102 0.303
H 4.636 9.551 -2.764 0.298
H 3.361 10.096 -3.833 0.336
H 5.743 8.403 -4.756 0.271
H 5.531 10.136 -5.016 0.397
H 4.425 8.974 -5.775 0.285
C 3.116 -6.946 7.866 -1.122
C 2.219 -7.049 6.644 -0.259
O 1.462 -5.873 6.394 -0.273
C 2.204 -4.684 6.156 -0.233
C 3.128 -4.774 4.954 -0.856
H 2.524 -6.715 8.756 0.302
H 3.644 -7.888 8.030 0.409
H 3.864 -6.160 7.758 0.253
H 1.497 -7.853 6.804 0.304
H 2.796 -7.324 5.756 0.294
H 2.757 -4.398 7.057 0.335
H 1.470 -3.893 5.980 0.050
H 3.889 -5.546 5.078 0.426
H 3.641 -3.822 4.798 0.111
H 2.559 -5.017 4.052 0.269
C 6.547 -0.261 3.269 -1.182
C 5.620 -0.847 4.320 0.093
O 6.153 -1.987 4.976 -0.393
C 7.370 -1.795 5.685 -0.352
C 7.272 -0.761 6.793 -1.029
H 6.794 -1.015 2.516 0.318
H 6.071 0.588 2.773 0.383
H 7.485 0.089 3.701 0.296
H 4.698 -1.174 3.834 -0.013
H 5.329 -0.090 5.055 0.298
H 8.178 -1.549 4.987 0.306
H 7.627 -2.762 6.124 0.337
H 7.023 0.230 6.408 0.265
H 8.222 -0.685 7.326 0.396
H 6.492 -1.040 7.506 0.282
C 0.080 -5.878 -4.875 -1.174
C 1.056 -4.755 -5.187 0.402
O 2.287 -4.862 -4.489 -0.392
C 3.050 -6.036 -4.734 -0.326
C 3.450 -6.208 -6.189 -0.999
H -0.128 -5.916 -3.802 0.310
H -0.861 -5.724 -5.411 0.392
H 0.473 -6.853 -5.167 0.339
H 0.609 -3.807 -4.882 -0.371
H 1.236 -4.678 -6.264 0.271
H 2.516 -6.918 -4.366 0.294
H 3.954 -5.948 -4.127 0.328
H 2.583 -6.308 -6.844 0.253
H 4.066 -7.102 -6.310 0.388
H 4.021 -5.342 -6.533 0.285
C -1.899 -6.027 5.188 -0.673
C -1.837 -6.988 6.362 -0.450
O -3.113 -7.408 6.822 -0.461
C -3.926 -8.094 5.882 -0.257
C -3.299 -9.374 5.356 -1.030
H -2.485 -5.142 5.450 0.297
H -0.892 -5.712 4.902 0.215
H -2.367 -6.482 4.312 0.336
H -1.355 -6.483 7.202 0.282
H -1.215 -7.857 6.126 0.233
H -4.202 -7.424 5.061 0.256
H -4.855 -8.343 6.402 0.344
H -2.368 -9.183 4.820 0.254
H -3.984 -9.877 4.670 0.386
H -3.069 -10.053 6.180 0.280
```

Its HOMO energy is -10.494 eV. As for the spin multiplicity: 1. Its total charge is +1.